DFT (ωB97M-V with the def2-TZVPD basis set) results for C12H18N2O2 in the gas phase.

Geometry (Å):
O (-0.31774, -2.28576, 0.85799)
C (-0.64607, -2.00805, -0.26435)
O (0.21364, -1.99783, -1.28767)
C (-2.04685, -1.65329, -0.70414)
C (-2.86280, -1.04780, 0.43693)
C (-2.33020, 0.29840, 0.93308)
C (-2.50040, 1.44917, -0.06872)
C (-1.28054, 1.71906, -0.97413)
N (-0.36266, 2.74931, -0.52097)
C (0.40279, 2.44265, 0.67699)
C (1.29855, 1.25752, 0.44393)
C (1.50361, 0.28987, 1.41875)
C (2.28299, -0.81385, 1.10987)
N (2.84602, -0.99855, -0.07330)
C (2.68712, -0.05227, -0.98913)
C (1.93404, 1.08835, -0.78317)
H (1.11665, -2.21184, -0.98815)
H (-1.99311, -0.99113, -1.56722)
H (-2.51640, -2.58539, -1.03140)
H (-2.84401, -1.75008, 1.27254)
H (-3.89906, -0.93294, 0.11218)
H (-2.87372, 0.54578, 1.84831)
H (-1.28073, 0.17581, 1.19885)
H (-3.36924, 1.23994, -0.69606)
H (-2.72152, 2.37196, 0.47587)
H (-1.62996, 2.04522, -1.95851)
H (-0.69968, 0.80591, -1.11136)
H (-0.86419, 3.62181, -0.38935)
H (-0.22278, 2.26184, 1.56691)
H (1.03040, 3.31704, 0.88776)
H (1.04693, 0.37567, 2.39321)
H (2.44246, -1.60146, 1.83329)
H (3.17744, -0.23578, -1.93653)
H (1.80566, 1.82533, -1.55933)

Its SMILES is O=C(O)CCCCCNCc1ccncc1. The gap between HOMO and LUMO comes out at 0.36102 hartree. The LUMO energy comes out at 0.030 Ha. The strongest force on any atom is 0.55 eV/A. The calculation puts the HOMO energy at -9.0 eV. As for the energy relative to the best compared isomer or geometry (same formula, charge and spin): 16.1 kJ/mol.